Entry from the OMol25 dataset: a single C9H15N3O4 molecule in a non-equilibrium geometry (ωB97M-V/def2-TZVPD).

Output
* frontier orbital gap: 0.336 hartree
* calculated total energy: -22237.360 eV
* molecular weight: 229.24 g mol⁻¹
* LUMO energy: 0.259 eV
* ΔE to the lowest compared entry with this formula, charge and spin: 55.9 kJ/mol

Last column: natural (NBO) charge in e.
Atoms and positions in Å:
1 N 1.3483 3.6404 0.1499  -0.844
2 C 2.3345 2.8808 -0.3485  0.690
3 O 3.5226 3.1659 -0.3364  -0.624
4 C 2.0249 1.3994 -0.8386  -0.521
5 C 0.6075 1.0457 -1.4370  -0.156
6 N -0.1271 0.1406 -0.5796  -0.614
7 C -0.6145 0.4371 0.6499  0.678
8 O -0.3905 1.4392 1.2994  -0.655
9 C -1.5943 -0.5673 1.3013  -0.127
10 C -1.0379 -1.3796 2.4226  -0.397
11 C -0.4609 -2.6689 1.7471  -0.419
12 C -1.4468 -2.8443 0.5576  -0.220
13 N -2.0805 -1.5712 0.4097  -0.646
14 C 0.5922 0.3696 -2.8199  0.781
15 O 1.5629 0.1707 -3.5025  -0.556
16 O -0.6742 0.1686 -3.2599  -0.688
17 H 0.4787 3.2353 0.5818  0.435
18 H 1.7322 4.4074 0.6791  0.395
19 H 2.2855 0.8271 0.0742  0.246
20 H 2.8684 1.3334 -1.5366  0.269
21 H 0.0820 1.9788 -1.5247  0.230
22 H -0.5283 -0.6797 -1.0412  0.413
23 H -2.4145 0.0607 1.7026  0.221
24 H -0.3314 -0.7871 3.0102  0.232
25 H -1.8604 -1.6728 3.0312  0.213
26 H 0.6137 -2.6365 1.4907  0.215
27 H -0.5950 -3.4985 2.4797  0.216
28 H -0.8864 -3.1339 -0.3372  0.170
29 H -2.1057 -3.6982 0.6860  0.182
30 H -2.3498 -1.4080 -0.5324  0.376
31 H -0.5551 -0.1547 -4.1784  0.505